Below is a 4-piece molecular cluster, C45H90BF2N8O12 overall at a distorted geometry, with properties calculated with the ωB97M-V functional and the def2-TZVPD basis.

highest occupied orbital energy	-9.53	eV
total energy	-3333.42342	Ha
maximum force	5.883	eV/Å
net charge	+1
lowest unoccupied orbital energy	-3.88	eV

Element x y z (Å)
C: 11.08685 -1.06168 0.96169
C: 9.73253 -1.63101 0.24461
C: 8.61520 -0.49478 0.42748
C: 7.12306 -1.08111 0.73114
O: 6.57751 -1.89533 -0.30262
C: 5.40959 -1.42021 -0.98592
C: 5.93699 -0.19978 -1.93516
F: 5.13232 0.01371 -3.11227
C: 6.02949 1.23821 -1.25462
C: 6.51038 2.27465 -2.42567
C: 4.16584 -1.00273 -0.05643
C: 4.01516 -1.88371 1.30359
F: 2.88578 -2.77091 1.31377
C: 3.80157 -0.88587 2.57913
C: 2.92806 -1.63424 3.72774
N: 2.83666 -1.00546 -0.74083
C: 2.42859 0.30738 -1.28840
O: 1.70937 1.02292 -0.25345
C: 0.32049 1.16392 -0.54037
C: -0.71319 -0.01855 -0.81458
O: -0.13477 2.33902 -0.52639
C: 2.64158 -2.12824 -1.65446
N: 1.52746 -2.83987 -1.53014
C: 1.14258 -4.05830 -2.27075
O: -0.32084 -4.01523 -2.37180
C: -0.92911 -5.05780 -1.56937
N: 3.67006 -2.48292 -2.56343
C: 3.44093 -2.47089 -3.97301
C: 2.77521 -1.20007 -4.62479
C: 2.47603 -1.20885 -6.14925
C: 2.84992 -2.51368 -6.89805
N: 3.42853 -3.69340 -6.35476
C: 3.68428 -3.64654 -4.96221
C: 5.04167 -2.67508 -2.00019
N: 6.04310 -2.73853 -3.07424
C: 6.93276 -3.69719 -3.06681
C: 6.84303 -4.95774 -4.09492
C: 8.30561 -3.73636 -2.19335
B: 4.92349 -4.11257 -1.23324
O: 4.22752 -5.15976 -1.98838
O: 5.33981 -4.49652 0.07218
H: 11.00285 0.08456 1.08795
H: 12.01856 -1.21133 0.29822
H: 11.27697 -1.53132 1.98344
H: 9.99630 -1.64748 -0.87991
H: 9.43710 -2.66269 0.62569
H: 8.85285 0.28538 1.23051
H: 8.51108 0.07997 -0.57107
H: 7.26242 -1.74042 1.67483
H: 6.50804 -0.18154 1.07364
H: 7.00189 -0.45344 -2.30495
H: 6.80071 1.35469 -0.42715
H: 5.04497 1.66335 -0.85836
H: 7.00600 3.18734 -1.95159
H: 5.68780 2.51358 -3.17252
H: 7.35200 1.71514 -2.98294
H: 4.25352 0.07163 0.36666
H: 4.94391 -2.48846 1.55884
H: 4.79494 -0.48800 2.96938
H: 3.14821 -0.01228 2.20897
H: 3.25129 -2.71658 3.89083
H: 3.03568 -1.05127 4.71016
H: 1.81011 -1.64491 3.46076
H: 1.66485 0.09874 -2.13339
H: 3.25089 0.93570 -1.76097
H: -0.25175 -0.73403 -1.60059
H: -0.96857 -0.65471 0.09485
H: -1.64776 0.41364 -1.32122
H: 0.85258 -2.51570 -0.80697
H: 1.51635 -4.16327 -3.33354
H: 1.37721 -5.03161 -1.69755
H: -0.80824 -4.87747 -0.44596
H: -0.59366 -6.09189 -1.91935
H: -2.06489 -5.00871 -1.77868
H: 2.49723 -0.26515 -4.03722
H: 1.98562 -0.32677 -6.69696
H: 2.59884 -2.53351 -8.02215
H: 4.12012 -4.60308 -4.49266
H: 6.69842 -4.46936 -5.13368
H: 5.99021 -5.66767 -3.83931
H: 7.82134 -5.54026 -4.15723
H: 8.85974 -2.77469 -2.47182
H: 8.11624 -3.86055 -1.07753
H: 8.99161 -4.60108 -2.51241
H: 3.62352 -5.59399 -1.33341
H: 6.32760 -4.48533 0.14752
C: -0.17597 4.72711 1.24550
O: -0.04669 5.42541 2.47464
C: -1.02342 6.45601 2.63954
C: -1.98534 6.09779 3.77309
N: -2.85568 4.98555 3.39045
C: -3.62748 4.43324 4.50605
C: -2.84084 3.75716 5.63916
O: -2.18362 2.55425 5.24738
C: -0.89604 2.74297 4.68269
H: 0.67245 4.05031 1.14884
H: -1.09238 4.13187 1.23087
H: -0.16704 5.41967 0.39797
H: -1.56171 6.66739 1.70932
H: -0.47924 7.36350 2.91980
H: -2.60014 6.97086 4.01291
H: -1.38384 5.84550 4.65287
H: -2.28817 4.24291 2.99789
H: -4.30573 3.68809 4.07715
H: -4.25648 5.22294 4.92914
H: -3.56822 3.46014 6.40166
H: -2.14537 4.43976 6.13891
H: -0.37857 3.61005 5.10248
H: -0.96538 2.82900 3.59591
H: -0.30047 1.85215 4.89861
C: -10.29326 7.31203 3.08502
O: -9.44997 8.43335 3.29513
C: -9.91508 9.29690 4.33523
C: -8.95468 9.26127 5.52502
N: -9.02450 7.97473 6.21857
C: -7.96367 7.78403 7.20961
C: -6.51936 7.71007 6.69054
O: -6.24967 6.55676 5.89884
C: -6.56678 6.69768 4.52215
H: -9.93541 6.77933 2.20335
H: -10.25375 6.62914 3.93790
H: -11.32622 7.62629 2.90642
H: -10.93983 9.05984 4.64069
H: -9.91931 10.31100 3.92346
H: -9.21765 10.06191 6.22317
H: -7.94559 9.45126 5.14403
H: -8.95987 7.22824 5.53581
H: -8.18324 6.84310 7.72444
H: -8.03319 8.57685 7.96222
H: -5.86758 7.62466 7.56645
H: -6.20708 8.62336 6.17303
H: -6.43691 7.72308 4.16496
H: -7.58457 6.35189 4.32974
H: -5.89396 6.05090 3.95430
C: -8.36318 -7.84237 -4.47127
O: -7.30880 -7.82172 -3.52125
C: -6.06699 -8.28767 -4.05253
C: -5.05658 -7.14155 -4.12457
N: -5.42656 -6.17876 -5.16211
C: -4.64510 -4.94170 -5.12005
C: -4.80679 -4.04766 -3.88067
O: -6.09726 -3.46113 -3.75790
C: -7.05580 -4.27446 -3.09751
H: -9.28985 -7.59119 -3.95454
H: -8.19579 -7.09964 -5.25582
H: -8.47097 -8.83647 -4.91571
H: -6.19114 -8.77373 -5.02607
H: -5.68845 -9.04014 -3.35346
H: -4.06569 -7.54949 -4.34821
H: -5.02142 -6.66645 -3.13803
H: -6.40607 -5.93999 -5.05616
H: -4.94091 -4.35601 -5.99630
H: -3.58476 -5.18604 -5.24942
H: -4.11216 -3.20861 -3.99743
H: -4.51433 -4.55151 -2.95248
H: -6.60506 -4.91693 -2.33587
H: -7.61109 -4.87327 -3.82226
H: -7.77460 -3.61478 -2.60605

Cartesian forces, eV/Å:
0.2 0.2 -0.4
1.2 1.8 -0.2
-1.6 -0.5 -1.1
2.0 0.9 2.3
-1.1 0.8 0.1
-0.2 0.4 -1.8
0.6 1.0 0.6
0.4 -0.7 1.4
0.1 1.5 -1.1
0.9 -1.1 0.4
0.0 -0.1 1.6
0.7 1.1 2.0
1.3 0.8 -1.0
-1.6 -0.6 -0.5
0.2 0.4 0.1
0.9 -1.1 -1.2
-1.9 -0.4 -1.2
-1.0 -0.6 -1.4
-2.3 4.3 0.4
1.1 -0.6 -1.2
2.0 -4.8 0.0
1.2 0.2 -0.3
0.9 0.8 -0.1
-2.1 -1.7 -0.5
1.5 -0.6 0.9
-1.7 -0.3 -0.1
-1.5 0.9 0.1
-2.4 0.9 -5.3
0.6 -2.7 -2.4
1.7 -3.4 2.4
-0.3 1.3 1.6
-1.0 4.0 2.7
-0.5 1.4 0.8
1.9 1.7 1.3
-0.5 -3.5 1.5
1.2 -1.0 -0.8
0.8 1.5 -0.7
-0.4 -0.3 -0.8
-0.3 -2.3 0.2
-0.2 2.0 2.1
0.7 0.5 -2.0
0.1 -1.9 -0.1
-1.5 0.0 1.1
-0.3 0.7 -1.4
-0.6 -0.4 1.8
0.3 1.4 -0.5
-0.3 -1.3 -0.9
0.4 -0.8 1.6
-0.4 0.8 -1.5
0.3 -1.4 -0.8
-1.9 0.1 0.6
-1.1 -0.6 -1.1
1.2 -0.9 -0.4
-1.0 -1.1 -0.8
1.1 -0.2 1.2
-1.3 1.0 0.6
0.2 -1.7 -1.0
-1.4 0.5 -0.8
-1.3 -0.6 -0.6
1.1 -1.1 0.6
-0.3 1.5 -0.2
-0.1 -0.9 -1.4
1.8 0.0 0.3
1.4 0.3 1.2
-0.9 -0.8 1.1
-0.8 1.0 1.2
0.4 1.1 -1.0
1.5 -0.5 1.1
0.7 -0.3 -0.8
0.1 0.7 1.4
0.2 1.8 -0.6
0.2 -0.4 -1.5
-0.2 1.3 0.7
1.9 0.0 0.3
0.6 -1.5 -0.8
0.9 -1.6 1.0
0.6 -0.2 2.0
-0.8 1.7 -0.9
-0.2 -1.0 1.5
1.0 1.2 -0.2
-1.4 0.8 0.3
-0.9 -1.2 0.9
0.2 0.7 -1.4
-1.3 1.2 0.4
1.1 -0.1 -0.8
-1.3 0.4 0.2
0.2 0.0 0.3
-0.3 0.1 -0.4
0.1 0.1 0.7
0.1 -0.3 -0.5
0.1 0.1 0.2
0.2 -0.2 -0.1
-0.5 -0.1 0.0
0.2 0.4 0.1
-0.2 -0.4 0.0
0.0 0.1 0.1
-0.1 0.0 -0.2
-0.1 -0.1 0.0
0.0 -0.2 0.0
0.0 0.0 0.0
0.0 -0.1 0.0
0.1 0.2 0.1
0.0 0.1 0.0
0.0 0.0 0.1
0.2 0.0 0.1
0.0 0.0 -0.1
0.1 0.0 -0.2
-0.1 0.0 -0.1
0.2 0.2 0.0
-0.1 0.0 0.1
0.2 0.1 -0.1
-0.4 -0.2 0.2
0.6 0.3 0.1
-0.3 -0.4 -0.2
0.2 0.2 0.0
-0.1 -0.3 -0.2
0.0 -0.2 0.5
0.0 0.4 -0.1
0.1 -0.4 0.0
0.0 0.1 0.0
-0.2 -0.1 0.0
0.0 -0.1 0.1
0.1 -0.2 0.0
0.0 0.0 0.0
0.0 0.0 0.0
0.0 0.2 -0.1
0.0 0.1 0.1
0.1 0.1 0.0
0.0 0.0 -0.1
0.0 0.0 -0.1
-0.1 0.0 -0.2
-0.1 0.0 0.1
-0.1 0.2 -0.2
0.0 0.1 0.0
0.0 0.1 0.2
0.0 -0.1 -0.4
0.3 0.2 0.5
-0.5 -0.1 -0.3
0.2 0.0 0.2
-0.4 0.0 0.0
0.1 0.3 -0.4
0.4 -0.3 0.2
-0.2 0.3 -0.1
0.1 0.0 0.1
-0.1 -0.1 -0.2
0.0 0.1 -0.1
-0.1 0.2 0.0
0.0 0.0 0.0
0.0 0.0 0.0
0.1 -0.2 0.2
0.1 -0.1 0.0
0.1 0.1 0.1
0.0 0.0 0.1
-0.1 0.0 0.0
-0.2 -0.1 0.0
0.0 -0.1 -0.1
0.0 -0.2 0.1
0.1 0.0 0.0

Here are the Mulliken charges for atoms 1 to 5, given in e: number 1, C, carries -1.14; number 2, C, carries 0.10; number 3, C, carries -0.69; number 4, C, carries -0.41; number 5, O, carries -0.41